C5H8N3 | wB97M-V/def2-TZVPD

Structure (ORCA input):
```
! wB97M-V def2-TZVPD RIJCOSX def2/J DEFGRID3
* xyz 1 1
N -1.204 -0.995 0.250
C -2.278 -0.092 0.014
N -1.774 1.254 0.068
N -0.585 1.294 -0.026
C 0.486 0.663 0.044
C 1.435 0.427 1.083
C 2.462 0.021 0.234
C 1.631 0.308 -1.074
H -1.282 -1.517 1.173
H -1.261 -1.662 -0.542
H -3.047 -0.126 0.706
H -2.657 -0.197 -1.001
H 1.353 0.388 2.236
H 3.462 -0.377 0.317
H 1.878 1.115 -1.688
H 1.382 -0.504 -1.792
*
```

Properties
F_max (Eh/bohr): 0.0783
SMILES string: NCN=[N+]=C1C=CC1
LUMO energy (eV): -4.7380